Record 1
A molecular structure, C20H50F6Li2N3O22S6 at a distorted geometry. Source: the Open Molecules 2025 dataset; level of theory: ωB97M-V/def2-TZVPD.

CARTESIAN COORDINATES (ANGSTROEM)
S -0.2314 -1.6234 -0.3045
S -5.7918 8.5588 0.1291
S -4.9353 6.6787 1.0746
S -0.3741 -0.8330 -2.5927
S 3.2268 6.8090 -2.7187
S 2.6828 8.4625 -4.1689
F -5.5066 9.5137 -1.1923
F 1.5544 9.5357 -4.4232
F 2.3772 5.8699 -1.7053
F 1.0455 -1.4788 0.6865
F 0.4953 -0.6065 -3.8660
F -3.4794 6.0078 1.3630
O 7.5803 -3.1638 -1.0132
O 6.0121 -5.1811 0.3294
O 4.3663 -9.6524 -4.7513
O -5.3403 7.1560 2.4187
O 4.2029 7.4493 -1.8361
O -5.8474 9.5675 1.1889
O 3.6413 9.4309 -3.6045
O -7.0254 1.2726 9.6224
O -1.0653 -0.5249 0.1831
O -7.0351 7.9185 -0.2560
O 5.0957 -7.0692 -5.0186
O -0.7086 -2.9309 0.0778
O -0.8718 0.5383 -2.3444
O 3.6780 5.6836 -3.5403
O -6.8490 2.5580 -9.4570
O -5.9265 -2.1679 9.1409
O 0.2534 1.6709 8.5380
O 2.8820 7.9363 -5.4983
O -1.3266 -1.7754 -3.1382
O -5.6604 5.6118 0.4811
O 3.0685 2.1899 6.9802
O -5.6289 4.2768 -7.2504
N -4.4143 7.6445 0.0174
N 1.9122 7.5130 -3.0243
N 0.7214 -1.4910 -1.7277
C -6.2990 2.3167 -10.7426
C -6.5904 -0.0260 10.0446
C -0.1495 2.0249 7.1941
C 4.1666 1.6910 6.2362
C -6.7486 -1.0472 8.8843
C 3.6504 -8.9451 -5.7315
C 4.3782 -11.0716 -4.9547
C 5.9441 -6.9464 -6.1807
C 7.4448 -5.1998 0.3219
C 8.2210 -1.9287 -1.2915
C -6.3332 3.0249 -7.2170
C 2.7224 1.3361 8.0689
C 5.3188 -6.2988 0.7130
C 8.0572 -3.7647 0.1514
C -4.6264 -2.0567 8.5473
C -6.1498 2.0367 -8.3494
C -6.2383 5.1950 -8.2034
C -7.0511 2.2606 10.6669
C 3.7264 -7.4076 -5.2339
C 1.6083 2.0294 8.8393
Li -2.1919 6.1189 -3.3753
Li 4.3558 -3.1690 -1.7601
H 2.3412 0.4461 7.5682
H -7.1530 -0.2386 10.9536
H 7.8410 -3.1505 1.0255
H 8.4004 -1.1639 -0.5359
H 3.5215 1.0390 8.7482
H -7.5686 3.1859 10.4137
H -7.6882 1.9737 11.5035
H 3.1630 -6.7277 -5.8729
H -5.6336 6.0965 -8.3018
H 5.0405 2.1761 6.6712
H -4.0232 -1.4233 9.1977
H 3.3791 -11.4809 -4.8050
H 7.6641 -5.8462 -0.5279
H 3.9775 2.0466 5.2234
H 5.4602 -6.6510 1.7348
H -6.5271 1.0608 -8.0437
H -6.3248 4.9039 -9.2503
H -5.0787 2.0115 -8.5496
H 0.4261 1.5848 6.3797
H 9.1951 -1.9207 -1.7804
H 4.7356 -11.2325 -5.9718
H -1.1644 1.6454 7.0762
H -7.2269 5.5337 -7.8934
H -4.2246 -3.0565 8.7117
H 5.0410 -11.5135 -4.2107
H -7.7403 -1.4948 8.8189
H -7.3868 3.2654 -7.0751
H 6.8574 -6.6208 -5.6827
H 4.2358 -6.2490 0.6006
H -5.2809 2.7053 -10.7196
H -5.5513 -0.0563 10.3723
H 1.8691 1.6884 9.8412
H 6.2170 -7.9022 -6.6279
H 5.5191 -6.1978 -6.8494
H 4.2184 0.6105 6.3699
H 7.7425 -5.7302 1.2265
H -6.3294 1.2429 -10.9275
H 5.7148 -7.0503 0.0299
H -6.7407 3.0091 -11.4593
H 4.2163 -8.8961 -6.6617
H 9.1422 -3.8684 0.1548
H -6.0242 2.4266 -6.3599
H 1.6834 3.1159 8.7942
H -6.5790 -0.6218 7.8951
H -4.5436 -1.6457 7.5412
H -0.1396 3.0934 6.9786
H 7.5394 -1.4730 -2.0098
H -6.0276 2.3278 11.0358
H 2.6064 -9.2097 -5.8991
H 3.2143 -7.2959 -4.2782

Output
E_tot = -152777.651 eV
2S+1 = 1
Maximum force = 10.4 eV/A
Total charge = -1

Löwdin atomic charge list, values in e, 2 entries:
1 S 0.576
2 S 0.556

=====

Record 2
A single C29H22Br2O3S molecule at a distorted geometry. Source: the Open Molecules 2025 dataset; level of theory: ωB97M-V/def2-TZVPD.

CARTESIAN COORDINATES (ANGSTROEM)
Br 1.4226 -6.1352 3.3269
Br 3.1651 5.9216 -1.1765
S 3.0084 3.0692 6.5620
O 3.6549 2.1574 7.5262
O 1.5765 3.4622 6.6735
O 5.2789 1.7665 3.9114
C 1.1746 -4.3005 3.4154
C 3.1454 2.5641 4.8385
C 0.8737 -1.4591 3.6739
C 1.7151 -2.0345 2.6822
C 2.9996 2.7310 1.5627
C 5.2715 4.5141 7.0747
C 4.2672 1.5620 4.5896
C 2.1882 3.1975 2.6056
C 1.6178 0.8882 3.3035
C 4.4367 -2.1846 5.1543
C 0.9547 -0.0607 4.0582
C 1.9325 2.2359 3.7575
C 3.2378 5.7869 7.4254
C 2.6238 -1.3466 6.5165
C 3.9390 0.2420 5.1486
C 3.2723 3.5239 0.4207
C 6.0100 5.5458 7.6378
C 2.8605 -0.0393 6.0394
C 1.8361 4.5793 2.6108
C 1.8620 -3.4149 2.5661
C 4.6746 -0.8803 4.6845
C 2.7311 4.8220 0.3516
C 0.0315 -2.3656 4.3936
C 5.3816 6.6871 8.1270
C 0.1792 -3.7563 4.2826
C 2.0889 5.3722 1.4570
C 3.3866 -2.4062 6.0400
C 3.8813 4.6288 6.9694
C 3.9916 6.8119 8.0061
H 7.0838 5.4298 7.6874
H 3.5164 7.7135 8.3559
H 1.3405 5.0194 3.4411
H 1.7797 -1.5420 7.1781
H -0.6198 -1.9390 5.1755
H 2.5394 -3.8333 1.8055
H 5.9541 7.4906 8.5972
H 5.4190 -0.7103 3.9178
H 3.3550 3.5511 4.3630
H 2.4024 -1.3787 2.1213
H 2.1481 5.8819 7.3126
H -0.4611 -4.4159 4.8665
H 3.1649 -3.4368 6.3950
H 5.0329 -3.0054 4.7725
H 0.3323 0.2454 4.9026
H 3.4350 1.7387 1.6229
H 1.1353 2.6204 4.5138
H 2.1269 0.7085 6.3052
H 1.7205 6.4014 1.4067
H 3.8314 3.1096 -0.4282
H 5.7430 3.5996 6.7093
H 1.9311 0.5663 2.3021

Output
E_tot = -187489.542 eV
2S+1 = 1
SMILES string = O=C(c1ccccc1)[C@@H]([C@H](/C=C/c1ccc(Br)cc1)c1ccc(Br)cc1)S(=O)(=O)c1ccccc1
Maximum force = 4.3 eV/A

Löwdin atomic charge list, values in e, 2 entries:
1 Br 0.767
2 Br 0.692

=====

Record 3
A molecular structure, C34H30KN2O5PS2 at a distorted geometry. Source: the Open Molecules 2025 dataset; level of theory: ωB97M-V/def2-TZVPD.

CARTESIAN COORDINATES (ANGSTROEM)
K 0.0070 2.2841 0.3287
S -0.8448 0.3659 2.3962
S 2.2973 3.2361 -1.6522
P 0.0935 -0.2222 -1.3750
O -2.2336 2.5531 -0.0308
O 0.5322 0.1864 2.8239
O -1.1279 -0.1520 1.0573
O -2.2819 2.5023 -2.9388
O -4.0295 1.3122 0.4740
N -1.2747 1.8256 2.6354
N -1.2721 1.5872 -2.9244
C 2.3347 -0.9001 0.0579
C 1.1443 -1.4275 -0.4493
C 4.7165 3.1154 -0.3243
C 3.1784 -1.6629 0.8479
C -4.2244 -3.1754 6.0293
C -3.7035 -1.7338 -1.7941
C -2.6090 -0.9753 -1.4013
C 3.6778 3.9176 -0.8370
C 5.8256 3.6611 0.3008
C -2.2728 -3.1341 -3.1181
C 5.9609 5.0381 0.4452
C -2.5621 -1.7520 2.9236
C 1.6352 -3.4921 0.7059
C -3.3255 -2.5508 3.7630
C 4.9487 5.8529 -0.0520
C 2.8805 -0.8546 -4.4204
C -3.5422 -2.8100 -2.6562
C 0.7991 -2.7283 -0.0994
C 3.8382 5.3084 -0.6757
C -3.3777 -2.3086 5.1323
C -2.6666 2.1334 2.2770
C 2.8314 -2.9677 1.1729
C -0.6826 1.4160 -4.0287
C 0.4832 0.5239 -4.1107
C 1.1707 0.5361 -5.3224
C -3.0174 1.9642 0.7779
C 2.3620 -0.1479 -5.4897
C 0.9813 -0.2380 -3.0212
C 2.1951 -0.8930 -3.2137
C -2.6468 -1.2419 5.6463
C -1.3331 -1.2906 -1.8626
C -1.8798 -0.4387 4.8147
C -1.1778 -2.3792 -2.7188
C -1.8338 -0.6976 3.4536
H 4.0955 -1.2305 1.2292
H -2.6843 -1.0356 6.7113
H -3.8984 -3.3729 3.3456
H -5.2609 -3.1994 5.6859
H 6.5979 3.0014 0.6841
H -2.5306 -1.9168 1.8544
H 0.7706 1.1279 -6.1387
H 3.0549 5.9531 -1.0560
H 6.8295 5.4644 0.9335
H -1.3179 0.4011 5.2046
H -3.8616 -4.2061 6.0414
H 2.5946 0.1299 -0.1745
H 1.3411 -4.4994 0.9788
H -2.1322 -3.9706 -3.7937
H -4.2176 -2.8039 7.0546
H -4.4010 -3.3906 -2.9746
H 3.8216 -1.3830 -4.5184
H -0.9769 1.9781 -4.9167
H 5.0262 6.9311 0.0502
H -0.1894 -2.6400 -3.0811
H 3.4811 -3.5665 1.8007
H -2.8366 3.1845 2.5253
H 2.8911 -0.1047 -6.4341
H -4.6864 -1.4637 -1.4274
H -2.4488 2.6409 -1.9809
H -3.3813 1.5332 2.8558
H 2.6205 -1.4645 -2.4007
H -2.7614 -0.1355 -0.7338
H -0.1382 -3.1479 -0.4418
H 4.6250 2.0408 -0.4303

Output
E_tot = -96248.900 eV
2S+1 = 1
Maximum force = 1.9 eV/A
Total charge = -2

Löwdin atomic charge list, values in e, 2 entries:
1 K 0.620
2 S 0.461

=====

Record 4
2 unconnected molecules or ions with the total composition C8H11O3 at a distorted geometry. Source: the Open Molecules 2025 dataset; level of theory: ωB97M-V/def2-TZVPD.

CARTESIAN COORDINATES (ANGSTROEM)
O -4.1208 -0.8861 -0.0225
O -1.9046 -1.3715 1.2629
O 0.3205 -2.9630 -0.5611
C -2.5673 0.7928 -1.0071
C 2.3469 -1.6183 -0.4292
C -0.8870 -0.5799 1.1986
C 2.5063 -0.1288 -0.2622
C 1.4548 0.2123 0.7293
C -3.9532 0.1491 -0.7410
C 0.3121 -0.7474 0.5791
C 0.8518 -1.9115 -0.1364
H -3.2264 -1.3609 0.4066
H -2.5457 1.3623 -1.9612
H 3.0062 -2.3456 0.1719
H 2.2170 0.3724 -1.1874
H -0.8620 0.4393 1.7083
H 1.2325 1.2384 0.5755
H -1.7123 0.1009 -0.8077
H 3.5779 0.2094 -0.0144
H -2.4507 1.7875 -0.3457
H 2.6300 -1.8828 -1.5891
H 1.9187 0.3092 1.7729

Output
E_tot = -14614.233 eV
2S+1 = 1
Maximum force = 3.9 eV/A
Total charge = -1

Löwdin atomic charge list, values in e, 2 entries:
1 O -0.069
2 O -0.128

=====

Record 5
A single C5H8O2 molecule. Source: the Open Molecules 2025 dataset; level of theory: ωB97M-V/def2-TZVPD.

CARTESIAN COORDINATES (ANGSTROEM)
O -0.1096 0.8754 -1.7256
O 0.1914 -1.7051 -2.1048
C -1.3965 0.8115 0.7002
C 0.6712 -0.1625 1.7090
C 0.6367 0.2060 -0.7528
C 0.7671 -1.2608 -1.1386
C 0.0026 0.2663 0.6390
H -2.0570 0.3036 -0.0106
H -0.4239 0.1845 -2.3366
H 0.2169 -0.1648 2.6967
H -1.4006 1.8708 0.4217
H 1.6524 0.6291 -0.7038
H -1.8094 0.7102 1.7079
H 1.6979 -0.5226 1.6498
H 1.3904 -1.8962 -0.4826

Output
E_tot = -9408.619 eV
2S+1 = 1
SMILES string = C=C(C)[C@H](O)C=O
Maximum force = 0.5 eV/A

Löwdin atomic charge list, values in e, 2 entries:
1 O -0.019
2 O 0.069

=====

Record 6
9 unconnected molecules or ions with the total composition C12H43N17O9 at a distorted geometry. Source: the Open Molecules 2025 dataset; level of theory: ωB97M-V/def2-TZVPD.

CARTESIAN COORDINATES (ANGSTROEM)
O -3.8340 2.1039 2.9721
O -0.0745 0.9543 -2.4611
O 4.3943 -1.4054 -0.1890
O 1.2835 5.5086 2.1035
O 1.9089 -2.3525 -3.1632
O -0.7818 -1.5110 3.7485
O -2.5909 -1.2167 -2.8625
O -2.1576 2.0426 -6.9698
O 1.8720 1.8147 2.3894
N -2.7755 -2.2720 -0.9202
N -2.2610 1.4140 1.5759
N 1.5384 3.0898 4.2258
N 0.3964 4.9745 0.1079
N 3.0220 -3.0647 -0.5927
N -0.5943 6.4315 1.3126
N -1.6192 2.6027 3.1356
N 0.8116 -0.9861 -4.4810
N -1.1709 -4.0660 1.1383
N 1.6016 0.9902 4.4096
N -0.6973 2.1230 -5.3153
N -1.8603 0.3378 -5.5201
N 1.6407 0.0717 -1.3785
N 1.8401 -2.6198 -5.4393
N 0.5686 1.5411 -0.3721
N 3.9593 -3.0929 1.3942
N -0.9696 -2.5224 -2.1218
C 1.6019 -2.0034 -4.3233
C -1.4807 -2.2736 2.7945
C 0.4544 5.6544 1.1762
C -2.1675 -2.0024 -2.0793
C -1.5945 -0.9468 4.7264
C 0.0057 -2.0715 0.8764
C 1.6843 1.9861 3.5445
C 0.6266 0.8670 -1.4905
C 3.8901 -2.4797 0.1614
C -1.5763 1.5089 -5.9818
C -0.4795 -3.0316 1.9013
C -2.6818 2.0486 2.5760
H -2.3570 -1.5832 5.1755
H 2.5298 -3.3393 -5.6031
H -0.7887 -1.6410 0.2668
H -1.5532 0.0972 -4.5885
H 1.1189 3.1910 5.1390
H -1.2685 1.3709 1.3937
H 1.3671 1.1789 5.3737
H -1.5207 -4.7132 1.8303
H 1.6720 -0.6843 -2.0474
H -0.2901 5.4339 -0.4732
H -0.1363 2.2574 -0.2714
H 2.5557 -3.8628 -0.1857
H 0.3307 -3.4446 2.5021
H -0.5812 3.0447 -5.7116
H 1.8399 0.0444 4.1474
H -1.1757 6.5932 0.5027
H 0.5236 -2.4814 0.0094
H -2.6961 -0.1133 -5.8637
H 2.3532 0.1310 -0.6651
H 1.0205 1.2905 0.4957
H -1.8442 3.2166 3.9055
H -0.1752 1.6685 -4.5798
H -0.4273 -2.3515 -2.9565
H -0.8599 -0.7122 5.4966
H 0.5110 -0.5998 -5.3645
H -2.1527 -2.9490 3.3239
H -2.1519 -0.0233 4.5696
H -0.3318 -4.4453 0.7235
H -2.4230 -3.0354 -0.3606
H 4.6716 -2.6934 1.9885
H 1.8173 3.9347 3.7478
H -0.9560 6.5911 2.2420
H -2.0501 -1.5249 2.2439
H 0.4733 -0.5286 -3.6466
H 2.6585 -2.6797 -1.4528
H -0.6901 2.6558 2.7431
H 1.1472 4.3768 -0.2071
H 3.6512 -3.9786 1.7693
H 0.5994 -1.2167 1.2004
H -3.7394 -1.9803 -0.8447
H -0.6409 -3.1381 -1.3918
H 1.1549 -2.4422 -6.1598
H -2.9188 0.9385 0.9749

Output
E_tot = -56905.060 eV
2S+1 = 1
SMILES string = COC[C@H](C)N.NC(N)=O.NC(N)=O.NC(N)=O.NC(N)=O.NC(N)=O.NC(N)=O.NC(N)=O.NC(N)=O
Maximum force = 7.6 eV/A

Löwdin atomic charge list, values in e, 2 entries:
1 O 0.033
2 O 0.039

=====

Record 7
A single C22H19F2N5OS molecule. Source: the Open Molecules 2025 dataset; level of theory: ωB97M-V/def2-TZVPD.

CARTESIAN COORDINATES (ANGSTROEM)
S -1.0936 -2.4045 -2.7616
F 1.0771 2.8051 -2.2489
F -6.4618 -0.4265 -0.0460
O -0.8056 1.0462 -1.5600
N 1.5734 0.6276 2.3311
N 0.9702 -2.0477 0.4413
N 0.9233 0.0300 -2.6330
N 0.8124 -2.4269 -0.8320
N -1.1090 -1.6495 -0.0999
C -2.4793 -1.3245 -0.0708
C 1.7983 1.9656 2.3369
C 2.9878 -0.1487 -1.3762
C 2.5891 -0.3806 2.4540
C -0.4013 1.6321 2.2437
C -0.3639 -0.9679 2.2300
C -2.8850 -0.0302 0.2302
C -4.2334 0.2739 0.2404
C 4.0036 1.7951 -0.4011
C 1.9964 2.0073 -1.6781
C -0.1606 -1.5631 0.8819
C 1.9628 0.6323 -1.8976
C 2.9992 2.5887 -0.9246
C -1.3354 -0.6272 -3.1769
C -0.4238 -2.1931 -1.1583
C -0.3912 0.2525 -2.3700
C 0.5980 2.6195 2.2820
C 4.0025 0.4305 -0.6377
C 0.2278 0.4107 2.2757
C -3.4082 -2.3148 -0.3728
C -5.1482 -0.7216 -0.0554
C -4.7565 -2.0123 -0.3667
H 2.5533 -0.8424 3.4454
H 4.7932 2.2468 0.1798
H -3.0745 -3.3131 -0.6132
H -2.3657 -0.3493 -2.9538
H 4.7911 -0.1910 -0.2426
H 2.7958 2.3561 2.3814
H 3.5637 0.0840 2.3208
H 2.9650 -1.2157 -1.5371
H 0.1230 -1.6118 2.9667
H 2.4468 -1.1542 1.6972
H -1.4307 -0.9101 2.4503
H -4.5766 1.2712 0.4635
H 1.1705 -0.8174 -3.1276
H 2.9830 3.6557 -0.7709
H -1.4595 1.8048 2.2264
H 0.4460 3.6800 2.2686
H -1.1480 -0.5425 -4.2463
H -2.1437 0.7310 0.4106
H -5.4978 -2.7599 -0.5984

Output
E_tot = -48890.944 eV
2S+1 = 1
SMILES string = Cn1cccc1Cc1nnc(SCC(=O)Nc2ccccc2F)n1-c1ccc(F)cc1
Maximum force = 0.9 eV/A

Löwdin atomic charge list, values in e, 2 entries:
1 S 0.973
2 F 0.085

=====

Record 8
A molecular structure, C11H25N2O5P2Ru at a distorted geometry. Source: the Open Molecules 2025 dataset; level of theory: ωB97M-V/def2-TZVPD.

CARTESIAN COORDINATES (ANGSTROEM)
Ru 0.0226 0.1478 0.0543
P -1.9864 -0.1519 0.9741
P 1.6227 0.1219 -1.5302
O 0.1183 -2.9112 1.1002
O 1.1863 -0.9447 1.5047
O 1.4645 -2.6920 2.8263
O 2.1350 2.3220 1.1464
O 2.2104 3.6669 -0.8302
N -1.0592 1.1971 -1.3565
N 0.8965 -2.2772 1.8300
C -1.0271 2.7082 -3.2296
C -2.3977 1.1365 -1.4113
C -2.4087 2.6746 -3.2799
C 1.0802 1.6530 -2.3009
C -2.6619 -1.6588 1.7191
C -0.3424 1.8666 -2.3144
C 1.7453 -1.0383 -2.8954
C 3.3092 0.2932 -0.9084
C -3.1145 0.2574 -0.4138
C -2.3578 1.1678 2.1865
C -3.1047 1.8600 -2.3882
H -3.7330 -1.5481 1.9492
H -3.4294 -0.6956 -0.8760
H -2.5122 -2.4982 1.0294
H 2.3569 -0.6067 -3.6993
H 0.7294 -1.2411 -3.2542
H 0.0666 1.3718 1.1581
H -1.7827 0.9540 3.0980
H 2.2669 3.0120 0.3389
H -2.9509 3.2655 -4.0119
H -3.4313 1.2152 2.4151
H 1.6229 1.9665 -3.2118
H -4.1808 1.7275 -2.3932
H 3.9803 0.6265 -1.7104
H 1.2195 1.6656 1.0844
H -0.4133 3.3143 -3.8749
H 3.6197 -0.7006 -0.5631
H 1.5659 4.3909 -0.8066
H 1.8372 2.9827 -1.3769
H 2.5880 2.3008 2.0004
H 3.3598 0.9905 -0.0649
H -2.1145 -1.8640 2.6486
H -4.0241 0.7425 -0.0286
H 0.1692 -1.1380 -0.9211
H -2.0135 2.1225 1.7676
H 2.1950 -1.9533 -2.4906

Output
E_tot = -46178.554 eV
2S+1 = 6
Maximum force = 3.6 eV/A

Löwdin atomic charge list, values in e, 2 entries:
1 Ru 0.766
2 P 0.716